Record 1
Below is a 2-piece molecular cluster, C3H5F3S overall, with properties calculated with ωB97M-V/def2-TZVPD.

```
12
Properties=species:S:1:pos:R:3:forces:R:3
C 0.315 -0.464 1.458 0.671 -0.485 -1.499
C 0.275 0.719 0.543 0.655 2.393 -0.604
C 0.606 0.376 -1.010 0.959 -0.946 2.656
F -0.968 1.441 0.704 1.424 -1.062 -0.554
F 0.767 1.470 -1.735 -0.497 -0.580 0.020
F -2.110 -0.553 -2.534 0.108 -0.566 1.132
S 1.172 -1.118 -1.361 -0.727 1.530 -0.891
H 0.352 -0.267 2.510 0.203 0.431 0.345
H 1.118 -1.138 1.077 -0.515 0.578 0.920
H -0.591 -0.949 1.218 -1.185 -1.086 0.144
H 1.082 1.475 0.828 -0.971 -0.778 -0.534
H -2.017 -0.992 -1.698 -0.126 0.571 -1.135
```
Positions in Å, forces in eV/Å.

Calculated values
Relative energy (zero: lowest compared OMol25 entry of this formula, charge and spin)   99.4 kJ/mol
DFT total energy   -22178.4583 eV
E_LUMO   -0.91 eV
Highest occupied orbital energy   -9.813 eV
Orbital gap   8.901 eV

natural (NBO) population analysis, charges in e, atoms 1 to 4: -0.663, 0.133, 0.284, -0.371



Record 2
Below is C3H5FIN as an isolated structure, with properties calculated with ωB97M-V/def2-TZVPD.

```
11
Properties=species:S:1:pos:R:3:forces:R:3
C -0.757 0.528 -0.051 1.718 -1.381 1.749
C -1.624 1.218 -0.933 0.576 3.293 -1.185
C 1.285 -0.835 -0.351 0.810 -1.410 0.715
N 0.274 -0.109 -0.197 -0.137 2.098 -0.273
F 0.895 -2.148 -0.381 0.847 -0.424 -0.272
I 3.392 -0.706 0.357 -1.927 0.235 -0.760
H 0.842 -1.214 2.843 0.870 0.759 -1.253
H -1.080 1.808 -1.784 -0.884 -0.824 1.515
H -2.320 1.851 -0.344 0.400 -0.198 -0.752
H -2.171 0.476 -1.417 -1.264 -1.367 -0.933
H 1.265 -0.869 2.258 -1.008 -0.781 1.450
```
Positions in Å, forces in eV/Å.

Calculated values
Relative energy (zero: lowest compared OMol25 entry of this formula, charge and spin)   339.2 kJ/mol
DFT total energy   -15495.6816 eV
E_LUMO (alpha / beta)   -0.63 / -0.63 eV
Highest occupied orbital energy (alpha / beta)   -7.855 / -7.856 eV
Orbital gap (alpha / beta)   7.221 / 7.223 eV

natural (NBO) population analysis, charges in e, atoms 1 to 4: 0.276, -0.719, 0.341, -0.387



Record 3
Below is an isolated ion of composition C3H5FN and charge +1, with properties calculated with ωB97M-V/def2-TZVPD.

```
10
Properties=species:S:1:pos:R:3:forces:R:3
C -0.962 0.152 0.495 -6.130 -2.536 -3.268
C -2.344 -0.354 -0.250 6.717 2.666 3.335
C 0.305 0.618 -0.080 -2.015 -0.385 0.079
N 1.388 -0.580 0.061 -0.218 4.058 -0.998
F -3.518 -0.216 0.134 -0.246 -0.137 0.104
H 0.510 1.511 0.549 0.698 -0.556 -0.427
H 0.093 0.898 -1.123 1.018 -0.142 0.209
H 2.313 0.019 -0.001 -1.702 -2.479 0.250
H 1.138 -1.153 -0.795 0.933 0.171 1.704
H 1.078 -0.895 1.008 0.946 -0.660 -0.988
```
Positions in Å, forces in eV/Å.

Calculated values
Relative energy (zero: lowest compared OMol25 entry of this formula, charge and spin)   368.8 kJ/mol
DFT total energy   -7385.2597 eV
E_LUMO (alpha / beta)   -5.63 / -5.72 eV
Charge   +1
Highest occupied orbital energy (alpha / beta)   -13.624 / -13.720 eV
Orbital gap (alpha / beta)   7.991 / 7.998 eV

natural (NBO) population analysis, charges in e, atoms 1 to 4: -0.173, 0.559, -0.406, -0.739



Record 4
Below is the molecule C3H5FN4, with properties calculated with ωB97M-V/def2-TZVPD.

```
13
Properties=species:S:1:pos:R:3:forces:R:3
C -2.457 2.295 0.112 1.182 1.195 -1.539
C 0.464 -0.004 1.168 -0.471 0.896 -0.468
C 0.573 -1.033 -1.149 -0.913 1.090 0.251
N -1.809 1.253 0.001 0.073 -1.265 1.194
N -1.193 0.354 -0.565 -0.540 0.578 -1.315
N 0.025 -0.120 -0.152 0.068 -0.086 2.682
N 1.728 -0.382 1.357 -0.073 -0.940 -1.352
F -3.703 2.395 0.472 -0.558 -0.713 1.001
H -0.022 -0.820 -2.050 0.759 -0.235 0.081
H 1.596 -0.698 -1.193 0.552 -0.646 -0.914
H 0.405 -2.056 -0.832 0.399 -0.296 -0.060
H 2.179 -0.350 2.283 -0.627 -0.047 -1.052
H 2.213 -0.834 0.548 0.150 0.469 1.492
```
Positions in Å, forces in eV/Å.

Calculated values
Relative energy (zero: lowest compared OMol25 entry of this formula, charge and spin)   576.1 kJ/mol
DFT total energy   -11863.5434 eV
E_LUMO (alpha / beta)   0.09 / 0.09 eV
Highest occupied orbital energy (alpha / beta)   -8.122 / -8.119 eV
Orbital gap (alpha / beta)   8.210 / 8.205 eV

natural (NBO) population analysis, charges in e, atoms 1 to 4: 0.420, 0.177, -0.438, -0.164



Record 5
Below is a 2-piece molecular cluster, C3H5FO overall, with properties calculated with ωB97M-V/def2-TZVPD.

```
10
Properties=species:S:1:pos:R:3:forces:R:3
C 0.284 -1.116 0.576 0.212 -0.113 0.092
C -1.033 -0.998 0.604 -0.194 0.046 -0.126
C 0.850 2.249 -1.296 0.657 0.605 -1.667
O 0.419 1.952 -0.155 -0.593 -0.538 1.474
F 0.837 1.157 -2.107 -0.180 -0.040 0.573
H 0.806 -1.504 -0.286 -0.017 -0.029 -0.137
H 0.900 -0.856 1.422 0.055 0.064 0.185
H -1.632 -1.282 -0.248 -0.076 -0.022 -0.107
H -1.570 -0.617 1.460 0.037 0.016 0.141
H 0.140 1.017 0.030 0.100 0.011 -0.429
```
Positions in Å, forces in eV/Å.

Calculated values
Relative energy (zero: lowest compared OMol25 entry of this formula, charge and spin)   222.3 kJ/mol
DFT total energy   -7954.2044 eV
E_LUMO   0.95 eV
Highest occupied orbital energy   -9.743 eV
Orbital gap   10.698 eV

natural (NBO) population analysis, charges in e, atoms 1 to 4: -0.417, -0.378, 0.538, -0.684



Record 6
Below is the molecule C3H5FO, with properties calculated with ωB97M-V/def2-TZVPD.

```
10
Properties=species:S:1:pos:R:3:forces:R:3
C -0.886 1.024 -0.008 0.586 2.043 -0.633
C -0.359 -0.336 -0.004 -1.551 -4.451 -1.016
C 1.079 -0.825 0.023 -0.999 0.915 0.826
H -0.086 1.761 0.204 -0.442 -0.314 -0.004
H -1.652 1.085 0.764 -0.137 0.096 -0.240
H -1.301 1.311 -1.026 0.314 -0.615 1.256
H 1.215 -1.554 -0.748 0.171 -0.137 -0.800
H 1.178 -1.379 0.960 0.376 0.326 0.207
O -1.126 -1.316 -0.084 0.759 1.939 0.352
F 1.939 0.229 -0.082 0.925 0.198 0.052
```
Positions in Å, forces in eV/Å.

Calculated values
Relative energy (zero: lowest compared OMol25 entry of this formula, charge and spin)   17.0 kJ/mol
DFT total energy   -7956.3322 eV
E_LUMO   0.91 eV
Highest occupied orbital energy   -9.999 eV
Orbital gap   10.913 eV

natural (NBO) population analysis, charges in e, atoms 1 to 4: -0.726, 0.532, -0.035, 0.234